# 1
Formula: C12H32F32N5O8P5S2
Source: the Open Molecules 2025 dataset
Level of theory: wB97M-V/def2-TZVPD

Computed properties:
Maximum force in eV/Å: 7.565
Net charge: -2
Multiplicity: 1
Energy above the lowest of the compared OMol25 structures with the same formula, charge and spin in kJ/mol: 853.32
HOMO level in eV: -5.78
Total energy in eV: -191888.94894

Last column: Löwdin charge in e.
Atoms and positions in Å:
C -13.4232 11.4164 3.0518  0.05
C -12.7637 12.7708 2.5700  -0.29
O -13.0166 13.2816 1.4604  0.13
N -11.7469 13.4766 3.5403  0.11
H -11.4027 12.8375 4.2427  0.15
H -10.9706 13.7826 2.9712  0.16
C -12.4956 14.7903 4.1183  0.10
H -14.3453 11.6535 3.5825  0.10
H -12.6912 11.0168 3.7536  0.07
H -13.6635 10.7801 2.2000  0.10
H -13.3043 14.5785 4.8177  0.11
H -12.9252 15.2902 3.2502  0.10
H -11.6704 15.3677 4.5351  0.10
C -18.5461 14.9380 0.6678  0.02
C -17.9638 16.3015 0.9535  -0.34
O -17.9787 16.6891 2.1019  0.18
N -17.5737 17.1632 -0.2556  0.09
H -16.6338 17.5032 -0.1103  0.18
H -17.4617 16.6229 -1.1016  0.17
C -18.5482 18.2559 -0.6267  0.06
H -19.2701 14.5977 1.4081  0.10
H -17.7212 14.2291 0.7378  0.09
H -19.1413 14.7730 -0.2303  0.09
H -18.7486 18.8481 0.2661  0.12
H -19.4497 17.8260 -1.0633  0.11
H -18.0098 18.7186 -1.4539  0.12
C -20.3009 6.6611 -5.6550  0.02
C -21.0763 7.6027 -4.7179  -0.28
O -22.1700 7.2715 -4.2560  0.14
N -20.3538 8.9759 -4.3225  0.11
H -19.7810 8.8748 -3.4968  0.18
H -19.5781 9.1636 -4.9414  0.16
C -21.3872 10.1488 -4.3682  0.06
H -20.8882 6.0184 -6.3109  0.10
H -19.6534 6.0613 -5.0156  0.10
H -19.6285 7.2669 -6.2625  0.08
H -21.7082 10.2773 -5.4019  0.11
H -20.8056 11.0362 -4.1186  0.11
H -22.2009 9.9189 -3.6803  0.11
C -28.6054 10.4450 3.2318  0.03
C -27.1377 10.3399 2.9229  -0.33
O -26.6709 10.4011 1.7505  0.14
N -26.1384 10.1803 4.0374  0.10
H -26.6164 10.1442 4.9263  0.17
H -25.7830 9.2403 3.9359  0.18
C -24.9781 11.1745 3.8197  0.06
H -28.8915 9.7869 4.0523  0.09
H -29.1348 10.0288 2.3747  0.11
H -28.8426 11.4817 3.4703  0.11
H -24.2226 10.9715 4.5787  0.11
H -25.3884 12.1733 3.9684  0.12
H -24.4723 11.1800 2.8542  0.12
P -20.4705 24.0537 -2.5103  0.19
F -21.1124 25.1905 -1.5276  -0.20
F -19.5739 25.1315 -3.3516  -0.21
F -19.1608 24.0284 -1.5353  -0.20
F -19.8500 22.9088 -3.4727  -0.19
F -21.1419 22.8574 -1.6086  -0.19
F -21.7336 24.3164 -3.5420  -0.20
P -19.6979 8.4911 1.4840  0.27
F -20.8934 8.4557 2.6210  -0.22
F -20.3917 9.7967 0.7854  -0.21
F -18.9483 9.4720 2.5543  -0.19
F -18.5723 8.6245 0.2080  -0.25
F -18.8833 7.2347 2.1384  -0.18
F -20.6750 7.4948 0.5518  -0.23
P -16.5500 14.6391 -4.9950  0.18
F -15.8950 15.9803 -4.3571  -0.18
F -18.0564 14.9711 -4.4388  -0.20
F -16.7709 15.5142 -6.3728  -0.19
F -17.1827 13.3376 -5.8180  -0.23
F -15.0689 14.2012 -5.4655  -0.18
F -16.4535 13.7185 -3.6751  -0.19
P -24.4922 16.2428 0.0883  0.20
F -26.1144 16.0362 -0.1414  -0.22
F -24.7781 15.8882 1.6558  -0.20
F -24.3224 14.6460 -0.3314  -0.22
F -22.9404 16.4306 0.4088  -0.16
F -24.2563 16.5990 -1.5196  -0.20
F -24.7151 17.8172 0.4652  -0.18
P -13.1189 21.1099 1.2443  0.10
F -13.7862 20.5623 -0.1312  -0.19
F -14.2430 20.4609 2.2227  -0.19
F -12.2920 19.7306 1.3608  -0.19
F -12.4264 21.6757 2.5779  -0.18
F -12.0173 21.8111 0.2788  -0.18
F -14.0038 22.4471 1.1877  -0.16
N -18.0980 15.7488 8.4666  -0.25
S -17.8360 16.9395 7.5427  0.41
O -18.9280 17.6700 6.9084  -0.29
O -16.5279 16.9339 6.8798  -0.33
F -17.5590 17.8397 8.8321  -0.23
S -18.4739 14.7167 7.1407  0.55
O -17.4410 14.1198 6.3021  -0.33
O -19.7725 14.7661 6.5208  -0.29
F -18.6716 13.4771 8.1398  -0.25

# 2
Formula: C12H32N2O5V
Source: the Open Molecules 2025 dataset
Level of theory: wB97M-V/def2-TZVPD

Computed properties:
Maximum force in eV/Å: 4.353
Net charge: -1
Multiplicity: 5
HOMO level (alpha / beta) in eV: 0.61 / -3.87
Total energy in eV: -51863.64345

Last column: Löwdin charge in e.
Atoms and positions in Å:
V -31.3926 -30.9617 4.9997  0.73
O -31.0940 -31.2512 7.2984  -0.41
C -31.8234 -30.1203 7.7825  -0.40
C -31.9506 -28.7598 6.9267  -0.36
O -32.2087 -28.9463 5.5207  -0.44
H -31.3871 -29.7966 8.7274  0.07
H -32.8280 -30.4841 7.9982  0.07
H -30.9097 -28.4364 6.9167  0.06
H -32.5577 -27.9245 7.2758  0.08
C -30.2120 -33.5897 2.1494  -0.12
C -29.9851 -34.0473 3.6262  -0.43
C -28.6625 -34.6748 3.9542  -0.22
O -27.6466 -33.6991 3.6776  -0.21
C -26.3157 -34.1705 3.7606  -0.13
N -30.1007 -32.7475 4.2577  0.02
H -29.4324 -32.8820 1.8675  0.07
H -31.2260 -33.2422 1.9518  0.04
H -30.0396 -34.4645 1.5224  0.04
H -30.7926 -34.7667 3.7624  0.09
H -28.4187 -35.5430 3.3419  0.11
H -28.7454 -34.9995 4.9914  0.12
H -26.1694 -34.6993 4.7025  0.08
H -25.6979 -33.2765 3.6758  0.08
H -25.8720 -34.8863 3.0686  0.08
H -29.1828 -32.4794 3.9324  0.05
H -30.0245 -33.0840 5.2069  0.09
C -34.8920 -32.9148 3.3474  -0.16
C -33.4646 -32.4544 3.6366  -0.45
C -33.0757 -31.3121 2.6318  -0.16
O -31.7678 -30.6858 2.8543  -0.29
C -31.4323 -29.6514 1.9210  -0.09
N -33.3436 -32.0590 5.0208  0.02
H -34.8746 -33.5189 2.4403  0.04
H -35.4598 -31.9854 3.3036  0.07
H -35.2507 -33.5243 4.1769  0.06
H -32.8304 -33.3060 3.3903  0.10
H -33.9127 -30.6157 2.6816  0.12
H -33.1700 -31.8030 1.6632  0.10
H -32.0333 -28.7468 2.0139  0.10
H -31.4518 -30.0521 0.9075  0.08
H -30.4020 -29.2965 1.9453  0.08
H -33.7011 -32.7239 5.6918  0.09
H -34.1096 -31.4275 5.2069  0.10
C -26.7641 -30.1459 4.0652  -0.08
C -28.0206 -30.4274 4.8676  -0.32
O -29.2447 -29.9724 4.3919  -0.10
H -25.8613 -30.4832 4.5743  0.08
H -26.5901 -29.1480 3.6625  0.07
H -26.8168 -30.6745 3.1134  0.06
H -27.9118 -29.8246 5.7692  0.12
H -28.0775 -31.4602 5.2115  0.11
H -29.1813 -29.0170 4.3224  0.11

# 3
Formula: C12H33As2CrF12N3O3
Source: the Open Molecules 2025 dataset
Level of theory: wB97M-V/def2-TZVPD

Computed properties:
Maximum force in eV/Å: 5.460
Net charge: +2
Multiplicity: 5
HOMO level (alpha / beta) in eV: -17.27 / -17.30
Total energy in eV: -206285.83357

Last column: Löwdin charge in e.
Atoms and positions in Å:
Cr 0.2098 -0.1099 0.0212  1.08
As 3.8636 1.2938 0.2834  0.96
F 2.1999 0.6291 0.0456  -0.31
F 4.1207 -0.1074 1.3292  -0.24
F 5.5026 1.8975 0.7384  -0.24
F 3.6032 2.6955 -0.7266  -0.22
F 3.2403 2.1961 1.6855  -0.24
F 4.4865 0.3655 -1.1969  -0.28
As -2.0474 -0.6391 3.1920  0.98
F -0.9436 -1.8630 3.7393  -0.21
F -1.0939 0.4850 4.2253  -0.23
F -3.0341 0.6724 2.5139  -0.24
F -2.7898 -1.8325 2.0766  -0.25
F -3.3379 -1.0411 4.4619  -0.25
F -0.8906 -0.2412 1.8446  -0.32
C -0.2087 3.1862 -2.6867  -0.01
C 0.5211 2.2821 -1.6845  -0.36
C 0.4345 2.8667 -0.2150  -0.18
O 0.3038 1.8605 0.7007  -0.31
C 0.1940 2.4532 2.0716  0.02
N -0.1564 1.0377 -1.7669  0.00
H 0.3501 4.1178 -2.7759  0.11
H -1.2158 3.4010 -2.3295  0.09
H -0.2181 2.8067 -3.7085  0.11
H 1.5272 2.0348 -2.0234  0.15
H -0.2839 3.6862 -0.1936  0.14
H 1.3228 3.4490 0.0300  0.14
H -0.7438 2.9615 2.2955  0.11
H 0.9927 3.1846 2.1949  0.11
H 0.3951 1.7643 2.8920  0.08
H -1.0548 1.4112 -2.0379  0.08
H 0.0967 0.6644 -2.6706  0.13
C 2.6479 -3.4352 -1.6412  -0.01
C 1.7136 -2.6221 -0.8131  -0.40
C 2.0590 -2.4266 0.6127  -0.15
O 1.2417 -1.4178 1.2021  -0.29
C 1.6110 -1.1480 2.6485  0.03
N 1.4694 -1.2638 -1.3958  0.06
H 3.6385 -2.9920 -1.5394  0.11
H 2.4934 -3.3806 -2.7188  0.11
H 2.6685 -4.4501 -1.2442  0.12
H 0.7781 -3.1752 -0.8970  0.13
H 3.1178 -2.2223 0.7718  0.14
H 1.9399 -3.4173 1.0515  0.16
H 1.3679 -1.9162 3.3826  0.11
H 1.1382 -0.2239 2.9812  0.07
H 2.6878 -1.0193 2.7578  0.10
H 2.3797 -1.0069 -1.7500  0.11
H 1.0844 -1.4495 -2.3109  0.11
C -3.2142 -2.4461 -1.7137  0.02
C -2.4059 -1.2293 -1.2474  -0.39
C -3.2184 -0.1989 -0.5781  -0.11
O -2.3998 0.9210 -0.2750  0.01
C -3.2674 2.0257 -0.0091  0.05
N -1.3092 -1.7192 -0.4149  0.07
H -3.8714 -2.2492 -2.5607  0.11
H -3.9354 -2.8320 -0.9931  0.11
H -2.5655 -3.2519 -2.0573  0.11
H -1.9283 -0.6845 -2.0619  0.14
H -3.6142 -0.5486 0.3755  0.17
H -4.0794 0.0408 -1.2020  0.19
H -4.1587 1.7094 0.5327  0.14
H -3.6935 2.3174 -0.9691  0.15
H -2.8310 2.9052 0.4642  0.14
H -1.8441 -2.2443 0.2621  0.10
H -1.0463 -2.5172 -0.9754  0.09

# 4
Formula: C12H33BrO4P
Source: the Open Molecules 2025 dataset
Level of theory: wB97M-V/def2-TZVPD

Computed properties:
Maximum force in eV/Å: 3.485
Net charge: +1
Multiplicity: 1
Energy above the lowest of the compared OMol25 structures with the same formula, charge and spin in kJ/mol: 57.69
HOMO level in eV: -10.85
Total energy in eV: -100491.63171

Last column: Löwdin charge in e.
Atoms and positions in Å:
O -1.8504 -5.8040 8.3652  -0.28
P -1.5788 -6.4809 6.8577  0.63
Br -2.4680 -5.0714 5.3695  0.50
H -2.7982 -5.9624 8.5410  0.08
H -2.1947 -7.7733 6.7857  0.04
H -0.1535 -6.5614 6.7483  0.05
C -2.4266 -1.2492 0.2349  -0.07
C -3.4562 -1.7320 1.2411  -0.27
O -2.9003 -2.5062 2.2982  -0.18
C -1.9299 -1.8600 3.1048  -0.30
C -2.4500 -0.6195 3.8100  -0.07
H -1.8888 -2.0955 -0.1978  0.07
H -2.9129 -0.6949 -0.5694  0.09
H -1.6859 -0.5914 0.6912  0.07
H -4.1731 -2.3784 0.7324  0.12
H -4.0309 -0.8940 1.6476  0.11
H -1.0377 -1.6309 2.5134  0.11
H -1.6206 -2.5918 3.8569  0.06
H -2.7661 0.1488 3.1042  0.07
H -1.6727 -0.1909 4.4456  0.08
H -3.3133 -0.8674 4.4324  0.08
C 2.5126 -2.2058 -0.7866  -0.08
C 1.1681 -2.2265 -1.4942  -0.28
O 0.5438 -0.9560 -1.5663  -0.17
C 1.2609 0.0597 -2.2562  -0.27
C 1.5476 -0.2788 -3.7083  -0.07
H 2.4043 -1.8112 0.2270  0.08
H 2.9267 -3.2147 -0.7286  0.08
H 3.2374 -1.5779 -1.3061  0.07
H 0.4856 -2.8723 -0.9372  0.11
H 1.2585 -2.6618 -2.4945  0.11
H 2.1837 0.3022 -1.7187  0.11
H 0.6391 0.9560 -2.2190  0.11
H 2.1750 -1.1667 -3.8063  0.07
H 2.0631 0.5509 -4.1948  0.07
H 0.6168 -0.4749 -4.2449  0.08
C 0.0168 5.9193 -3.0703  -0.08
C 0.5091 4.7765 -2.1986  -0.28
O 1.2536 3.7990 -2.9084  -0.17
C 2.4356 4.2525 -3.5504  -0.28
C 3.4549 4.8518 -2.5973  -0.08
H -0.5984 5.5372 -3.8884  0.08
H -0.5790 6.6177 -2.4793  0.08
H 0.8415 6.4783 -3.5146  0.07
H -0.3535 4.2575 -1.7765  0.12
H 1.0896 5.1527 -1.3500  0.11
H 2.1846 4.9564 -4.3506  0.11
H 2.8752 3.3786 -4.0360  0.11
H 3.0689 5.7362 -2.0880  0.07
H 4.3548 5.1449 -3.1410  0.08
H 3.7315 4.1260 -1.8291  0.08

Question: multiplicity of number 2 (C12H32N2O5V)?
Answer: 5